Molecular formula: C33H21MoN7O6S
Method: DFT, ωB97M-V/def2-TZVPD

```
69
C33H21MoN7O6S | OMol25 | ωB97M-V/def2-TZVPD
Mo -0.01144 -0.32491 -0.09522
N 2.12139 -3.86561 -1.18247
C 2.02387 -3.44512 -2.49249
C 1.27568 -2.30947 -2.47092
N 0.92133 -2.03605 -1.17853
C 1.44242 -2.98213 -0.42500
C 1.17180 -2.90910 0.99270
N 0.48147 -1.86386 1.39560
C 0.23098 -2.02722 2.72964
C 0.80324 -3.19128 3.13869
N 1.39864 -3.74486 2.02281
H 2.60155 -4.68891 -0.86518
H 2.47879 -3.98838 -3.30018
H 0.95933 -1.68261 -3.28588
H -0.36747 -1.31783 3.27332
H 0.82786 -3.67956 4.09537
H 1.86511 -4.63387 1.99139
S -1.78081 2.62983 -3.15460
C -0.43778 3.46505 -2.44188
C -0.05088 4.78679 -2.63516
C 1.08290 5.23335 -1.98737
C 1.82615 4.36735 -1.17869
C 1.44067 3.05659 -0.98503
C 0.27708 2.60233 -1.60613
N -0.27569 1.32349 -1.53143
C -1.33312 1.21327 -2.30550
C -2.00679 -0.06799 -2.38106
C -3.10143 -0.33321 -3.20380
C -3.68496 -1.58375 -3.15808
C -3.17815 -2.55344 -2.29332
C -2.09709 -2.27321 -1.47260
C -1.49421 -1.01790 -1.49999
H -0.62346 5.44311 -3.27670
H 1.40584 6.25751 -2.11816
H 2.72820 4.72870 -0.70188
H 2.03154 2.37538 -0.39327
H -3.50555 0.43559 -3.85229
H -4.54683 -1.80307 -3.77371
H -3.65769 -3.52261 -2.23569
H -1.77185 -3.01863 -0.75472
O -6.19922 -1.78381 0.68406
C -5.20616 -1.10709 0.62833
C -3.80139 -1.49446 1.04515
O -3.45037 -2.57604 1.50678
C -2.97912 -0.36102 0.74531
C -3.66667 0.72409 0.15508
O -3.19780 1.80337 -0.24779
C -5.11117 0.30683 0.05205
O -6.01690 0.93833 -0.42985
O -1.66834 -0.38851 0.98445
O 2.05376 0.07363 -0.17349
C 2.84097 0.10755 0.87994
C 4.07751 -0.56092 0.85615
C 4.92781 -0.53283 1.94385
C 4.58289 0.16363 3.10101
C 3.37929 0.84030 3.13785
C 2.51001 0.83176 2.04656
C 1.26600 1.59103 2.06143
N 0.19358 1.34291 1.32831
C -0.74936 2.31052 1.60768
C -0.22826 3.15955 2.52601
N 1.03980 2.69192 2.80907
H 4.34560 -1.08633 -0.05285
H 5.87382 -1.05816 1.89435
H 5.24391 0.17456 3.95639
H 3.09625 1.36953 4.04157
H -1.70483 2.30745 1.09626
H -0.63366 4.03838 2.99303
H 1.71142 3.12004 3.42076
```

As for the LUMO energy (alpha / beta): -0.0175 / -0.0233 Eh. Its spin multiplicity is 3. The calculation puts the energy relative to the best compared isomer or geometry (same formula, charge and spin) at 106.6 kJ/mol. For the HOMO-LUMO gap (alpha / beta), the calculation gives 6.03 / 5.88 eV.